C48H52BCl5N8O3RbS2 | wB97M-V/def2-TZVPD

Computed properties:
**Max |F|**: 1.24 eV/A
**Spin multiplicity**: 1
**Charge**: -1
**Gap between HOMO and LUMO**: 0.18708 hartree

CARTESIAN COORDINATES (ANGSTROEM)
Rb1 -0.136 0.158 0.344
C1 3.082 -4.622 6.260
C2 2.706 -3.912 4.993
C3 2.921 -4.466 3.764
C4 2.517 -3.817 2.574
C5 2.880 -4.374 1.353
N1 2.546 -3.918 0.162
C6 3.128 -4.431 -1.052
C7 3.092 -3.446 -2.225
C8 3.203 -1.984 -1.792
N2 3.578 -1.205 -2.938
C9 4.460 -0.216 -2.917
C10 4.870 0.450 -1.763
C11 6.191 0.950 -1.693
C12 6.696 1.491 -0.545
C13 8.121 1.948 -0.448
C14 5.828 1.655 0.552
C15 4.487 1.364 0.495
C16 3.660 1.850 1.581
N3 2.435 2.131 1.467
C17 1.799 2.904 2.485
C18 0.339 2.506 2.703
C19 0.114 1.400 3.730
N4 0.610 0.133 3.300
C20 1.161 -0.610 4.157
C21 1.699 -1.937 3.942
C22 2.121 -2.635 5.052
C23 1.811 -2.534 2.618
O1 1.377 -2.009 1.582
C24 3.909 0.725 -0.683
O2 2.706 0.495 -0.816
H1 3.685 -5.503 6.053
H2 2.186 -4.945 6.791
H3 3.643 -3.965 6.922
H4 3.404 -5.432 3.677
H5 3.527 -5.249 1.364
H6 1.903 -3.120 0.146
H7 2.595 -5.341 -1.354
H8 4.167 -4.710 -0.835
H9 2.156 -3.569 -2.767
H10 3.926 -3.696 -2.888
H11 3.971 -1.842 -1.026
H12 2.249 -1.630 -1.385
H13 3.148 -1.487 -3.807
H14 4.942 0.011 -3.864
H15 6.834 0.812 -2.553
H16 8.732 1.478 -1.216
H17 8.539 1.711 0.529
H18 8.184 3.028 -0.586
H19 6.229 2.090 1.460
H20 4.224 2.114 2.500
H21 1.807 3.937 2.105
H22 2.369 2.891 3.435
H23 -0.061 2.162 1.749
H24 -0.226 3.386 3.023
H25 -0.973 1.295 3.848
H26 0.542 1.687 4.711
H27 1.275 -0.267 5.208
H28 2.011 -2.180 6.030
Cl1 -4.088 1.063 2.978
C25 -3.497 2.356 1.965
C26 -2.498 2.043 1.051
C27 -2.096 3.146 0.297
Cl2 -0.812 2.900 -0.831
C28 -2.613 4.428 0.420
Cl3 -2.039 5.729 -0.566
C29 -3.595 4.671 1.373
Cl4 -4.205 6.268 1.621
C30 -4.043 3.619 2.162
Cl5 -5.258 3.930 3.364
C31 -1.004 -4.292 0.535
N5 -1.935 -4.002 -0.517
C32 -3.285 -4.243 -0.542
C33 -3.739 -3.797 -1.741
N6 -2.698 -3.285 -2.459
B1 -2.830 -2.813 -3.951
N7 -2.067 -1.492 -4.164
C34 -0.767 -1.402 -4.569
C35 -0.420 -0.100 -4.661
N8 -1.530 0.635 -4.319
C36 -1.613 2.064 -4.311
C37 -2.530 -0.239 -4.008
S1 -4.065 0.236 -3.548
C38 -1.600 -3.405 -1.696
S2 -0.017 -3.015 -2.044
H29 -1.532 -4.748 1.372
H30 -0.520 -3.367 0.861
H31 -0.235 -4.978 0.164
H32 -3.792 -4.712 0.279
H33 -4.730 -3.806 -2.148
H34 -2.326 -3.646 -4.653
H35 -3.990 -2.649 -4.154
H36 -0.194 -2.285 -4.757
H37 0.504 0.364 -4.938
H38 -1.511 2.455 -5.326
H39 -0.825 2.492 -3.687
H40 -2.588 2.344 -3.913
C39 -5.182 -5.315 5.879
C40 -4.691 -4.414 4.786
C41 -3.431 -3.844 4.830
C42 -2.966 -3.010 3.821
C43 -1.600 -2.428 3.951
C44 -3.807 -2.718 2.732
C45 -3.354 -1.841 1.640
O3 -2.208 -1.572 1.378
C46 -5.104 -3.265 2.694
C47 -6.067 -2.956 1.589
C48 -5.514 -4.112 3.708
H41 -4.396 -5.516 6.604
H42 -5.528 -6.262 5.466
H43 -6.020 -4.853 6.400
H44 -2.787 -4.054 5.673
H45 -1.233 -2.535 4.970
H46 -1.590 -1.377 3.676
H47 -0.901 -2.927 3.283
H48 -4.167 -1.430 1.020
H49 -6.406 -1.925 1.667
H50 -6.938 -3.604 1.658
H51 -5.617 -3.087 0.609
H52 -6.502 -4.552 3.668

Results of the Löwdin charge analysis, in e, for atoms 1 through 5: atom 1 (Rb): 0.699, atom 2 (C): -0.063, atom 3 (C): -0.286, atom 4 (C): -0.009, atom 5 (C): -0.123


C2H3N3O2 | wB97M-V/def2-TZVPD

Computed properties:
**Max |F|**: 4.81 eV/A
**Spin multiplicity**: 1
**Gap between HOMO and LUMO**: 0.34772 hartree

CARTESIAN COORDINATES (ANGSTROEM)
C1 -1.156 1.393 -0.018
C2 0.305 -0.103 -0.390
N1 -1.676 2.402 -0.046
N2 1.436 -0.051 0.346
N3 -0.669 -1.055 -0.028
O1 -0.541 -1.580 1.043
O2 -1.578 -1.277 -0.785
H1 0.220 -0.061 -1.519
H2 2.232 0.598 0.096
H3 1.425 -0.266 1.300

Results of the Löwdin charge analysis, in e, for atoms 1 through 5: atom 1 (C): -0.150, atom 2 (C): -0.162, atom 3 (N): 0.011, atom 4 (N): 0.152, atom 5 (N): -0.477


C41H72N5O4PS2SeSiTl | wB97M-V/def2-TZVPD

Computed properties:
**Max |F|**: 0.86 eV/A
**Spin multiplicity**: 1
**Charge**: +1
**Gap between HOMO and LUMO**: 0.22675 hartree

CARTESIAN COORDINATES (ANGSTROEM)
Tl1 -0.342 0.621 1.091
C1 4.513 0.860 1.124
N1 3.858 1.290 -0.102
C2 4.525 2.356 -0.839
C3 2.625 0.853 -0.388
O1 2.051 0.014 0.302
C4 1.926 1.480 -1.593
O2 0.630 0.956 -1.812
C5 0.558 -0.147 -2.684
C6 0.361 -1.453 -1.916
O3 -0.071 -1.432 -0.764
N2 0.663 -2.591 -2.561
C7 0.594 -3.870 -1.874
C8 1.002 -2.647 -3.979
H1 5.484 0.426 0.887
H2 3.889 0.126 1.625
H3 4.649 1.717 1.785
H4 5.597 2.266 -0.671
H5 4.203 3.340 -0.492
H6 4.354 2.281 -1.908
H7 2.538 1.344 -2.489
H8 1.810 2.552 -1.415
H9 1.444 -0.193 -3.321
H10 -0.315 -0.009 -3.332
H11 0.701 -3.716 -0.805
H12 1.411 -4.499 -2.226
H13 -0.352 -4.377 -2.076
H14 0.588 -1.806 -4.525
H15 0.565 -3.551 -4.401
H16 2.083 -2.682 -4.132
S1 -2.658 1.788 1.772
C9 -3.619 1.514 0.423
N3 -4.295 1.345 -0.500
C10 -3.484 -1.882 6.019
C11 -4.364 -1.640 4.779
C12 -3.535 -1.169 3.575
C13 -2.187 -1.898 3.575
C14 -1.346 -1.439 4.780
C15 -2.229 -1.017 5.963
P1 -1.232 -1.750 2.023
C16 -2.125 -2.681 0.707
C17 -3.069 -1.773 -0.094
C18 -3.854 -2.613 -1.094
C19 -4.832 -3.555 -0.368
C20 -4.360 -3.905 1.051
C21 -2.838 -3.996 1.135
C22 0.356 -2.658 2.219
C23 0.223 -4.082 2.798
C24 1.586 -4.619 3.267
C25 2.715 -4.061 2.408
C26 2.827 -2.535 2.577
C27 1.477 -1.896 2.940
H17 -3.183 -2.933 6.072
H18 -4.051 -1.679 6.928
H19 -5.118 -0.883 4.999
H20 -4.903 -2.555 4.523
H21 -3.357 -0.094 3.627
H22 -4.088 -1.340 2.653
H23 -2.386 -2.969 3.651
H24 -0.707 -0.610 4.477
H25 -0.683 -2.248 5.094
H26 -2.516 0.034 5.865
H27 -1.658 -1.101 6.888
H28 -1.301 -2.948 0.048
H29 -2.491 -1.001 -0.602
H30 -3.770 -1.253 0.560
H31 -3.146 -3.193 -1.697
H32 -4.399 -1.964 -1.778
H33 -4.964 -4.468 -0.951
H34 -5.812 -3.080 -0.306
H35 -4.796 -4.855 1.364
H36 -4.723 -3.159 1.758
H37 -2.505 -4.788 0.457
H38 -2.537 -4.321 2.129
H39 0.671 -2.730 1.170
H40 -0.189 -4.744 2.033
H41 -0.477 -4.098 3.634
H42 1.579 -5.709 3.236
H43 1.758 -4.339 4.310
H44 2.525 -4.314 1.361
H45 3.660 -4.538 2.669
H46 3.192 -2.082 1.653
H47 3.555 -2.302 3.357
H48 1.498 -0.840 2.657
H49 1.317 -1.934 4.017
C28 -5.824 4.871 -1.581
C29 -4.585 5.574 -1.030
C30 -3.513 4.606 -0.550
N4 -2.979 3.864 -1.688
C31 -1.769 3.363 -1.790
S2 -0.653 3.279 -0.532
N5 -1.418 2.843 -3.027
C32 -1.804 3.195 -4.317
O4 -1.542 2.451 -5.233
C33 -2.472 4.512 -4.512
C34 -2.044 5.651 -3.836
C35 -2.641 6.872 -4.104
C36 -3.671 6.953 -5.033
C37 -4.096 5.816 -5.707
C38 -3.488 4.596 -5.457
H50 -6.643 5.576 -1.717
H51 -6.161 4.086 -0.903
H52 -5.643 4.411 -2.555
H53 -4.862 6.199 -0.180
H54 -4.159 6.238 -1.788
H55 -3.932 3.895 0.169
H56 -2.685 5.120 -0.063
H57 -3.582 3.794 -2.497
H58 -0.718 2.111 -2.989
H59 -1.239 5.588 -3.114
H60 -2.304 7.760 -3.587
H61 -4.136 7.907 -5.239
H62 -4.892 5.882 -6.436
H63 -3.792 3.703 -5.987
C39 -0.223 4.300 4.603
Si1 1.092 3.016 4.346
C40 0.800 1.560 5.451
C41 2.791 3.736 4.576
Se1 1.204 2.466 2.108
H64 -0.103 4.773 5.580
H65 -1.219 3.858 4.557
H66 -0.163 5.074 3.838
H67 1.086 1.798 6.478
H68 1.369 0.687 5.129
H69 -0.261 1.316 5.457
H70 2.850 4.247 5.540
H71 3.009 4.467 3.795
H72 3.557 2.962 4.545

Results of the Löwdin charge analysis, in e, for atoms 1 through 5: atom 1 (Tl): 0.469, atom 2 (C): -0.021, atom 3 (N): -0.126, atom 4 (C): -0.020, atom 5 (C): -0.474


C2H6N4O | wB97M-V/def2-TZVPD

Computed properties:
**Max |F|**: 4.21 eV/A
**Spin multiplicity**: 1
**Gap between HOMO and LUMO**: 0.36702 hartree
**SMILES**: [H]/N=C(\N)NNC=O

CARTESIAN COORDINATES (ANGSTROEM)
H1 -2.721 1.040 0.217
N1 -2.088 0.832 -0.520
C1 -1.183 0.023 -0.119
N2 -1.171 -0.649 1.118
N3 -0.110 -0.382 -0.950
N4 1.086 -0.823 -0.360
C2 2.000 0.098 0.107
O1 1.651 1.143 0.521
H2 -1.904 -0.138 1.684
H3 -1.565 -1.567 0.999
H4 -0.076 0.087 -1.787
H5 1.197 -1.781 -0.241
H6 2.940 -0.356 0.025

Results of the Löwdin charge analysis, in e, for atoms 1 through 5: atom 1 (H): 0.018, atom 2 (N): 0.116, atom 3 (C): -0.528, atom 4 (N): 0.089, atom 5 (N): 0.049


How do the records compare in energy relative to the best compared isomer or geometry (same formula, charge and spin)? In the order shown, they have 75.68; 617.03; 73.47; 219.42 kJ/mol.
How do the records compare in HOMO? In the order shown, they have -3.836; -11.006; -9.947; -9.185 eV.